C5H11NO3 | ωB97M-V with the def2-TZVPD basis set

- LUMO (spin up / spin down) (eV) = -0.50 / -0.51
- ΔE to the lowest compared entry with this formula, charge and spin (kJ/mol) = 356.3
- molecular weight (g mol⁻¹) = 133.147
- total charge = 0

Structure (XYZ):
```
20
C5H11NO3 | the Open Molecules 2025 dataset | ωB97M-V with the def2-TZVPD basis set
C -0.14182 1.42348 -1.01932
C -0.11454 0.33668 -2.02899
N 0.96419 1.86364 -0.45205
C -1.12891 0.39444 0.78143
O -2.20134 -0.03346 0.46196
H -1.00910 2.07595 -1.00216
H 0.85985 2.64723 0.18178
H 1.55930 1.05937 -0.06745
H -1.02433 1.21935 1.54144
H -0.08919 0.78575 -3.02877
H 0.76716 -0.28966 -1.90738
H -1.01976 -0.26736 -1.95621
C -0.02708 -2.07290 0.46330
C 0.43007 -0.75564 1.06082
O 0.15890 -0.75412 2.44594
O 1.55083 -0.25445 0.71588
H 0.83040 -0.18137 2.84228
H 0.67271 -2.84215 0.79521
H -1.03091 -2.32848 0.79389
H -0.00641 -2.02630 -0.62159
```

C5H11NO3 | ωB97M-V with the def2-TZVPD basis set

- LUMO (eV) = 0.55
- ΔE to the lowest compared entry with this formula, charge and spin (kJ/mol) = 401.5
- molecular weight (g mol⁻¹) = 133.147
- total charge = 0

Structure (XYZ):
```
20
C5H11NO3 | the Open Molecules 2025 dataset | ωB97M-V with the def2-TZVPD basis set
C 0.52221 0.02768 0.31883
C -0.26700 0.42282 -0.79007
C 0.98874 -1.54740 -0.86624
C 1.80278 0.74804 0.63253
C -1.76828 1.66118 0.19878
N 0.15481 -2.59166 -0.50750
O -0.09597 -0.49977 1.38730
O -2.56545 2.67402 -0.19577
O -2.14256 1.00058 1.18272
H -1.01713 -0.03524 1.46671
H -3.30223 2.75687 0.45000
H -0.74604 -2.60139 -0.96755
H 0.04019 -2.69299 0.49551
H 0.18127 1.01848 -1.57453
H -1.14536 -0.15327 -1.03996
H 1.03129 -1.35989 -1.93323
H 1.98531 -1.62499 -0.44153
H 2.33873 1.03425 -0.27150
H 2.44055 0.11472 1.25037
H 1.56415 1.64794 1.20511
```

C5H11NO3 | ωB97M-V with the def2-TZVPD basis set

- LUMO (eV) = 0.54
- SMILES string = NCC(=O)O.CC(C)=O
- ΔE to the lowest compared entry with this formula, charge and spin (kJ/mol) = 64.3
- molecular weight (g mol⁻¹) = 133.147
- total charge = 0

Structure (XYZ):
```
20
C5H11NO3 | the Open Molecules 2025 dataset | ωB97M-V with the def2-TZVPD basis set
N 1.15773 0.82572 0.20949
C 1.67068 0.27577 -1.02602
C 1.58494 -1.23765 -1.04923
O 1.47705 -1.90060 -2.04520
O 1.66320 -1.78097 0.17316
H 1.01335 1.84532 0.17140
H 1.72299 0.54629 1.00240
H 2.73052 0.51906 -1.22659
H 1.08668 0.65679 -1.86665
H 1.60540 -2.74870 0.10876
C -1.83517 0.39942 -0.69002
C -1.39941 0.93046 0.65491
C -1.35199 -0.11315 1.74421
O -1.28631 2.12324 0.88025
H -2.87088 0.07084 -0.62817
H -1.76025 1.17352 -1.44740
H -1.22437 -0.45369 -0.97112
H -2.25715 -0.72188 1.73275
H -1.22933 0.35653 2.71271
H -0.49769 -0.76631 1.56035
```

C5H11NO3PS | ωB97M-V with the def2-TZVPD basis set

- LUMO (eV) = 3.21
- ΔE to the lowest compared entry with this formula, charge and spin (kJ/mol) = 60.8
- molecular weight (g mol⁻¹) = 196.188
- total charge = -1

Structure (XYZ):
```
22
C5H11NO3PS | the Open Molecules 2025 dataset | ωB97M-V with the def2-TZVPD basis set
C -0.05992 2.20879 0.08302
C 0.47276 0.15009 -0.77614
C -1.17633 -0.23211 0.27724
C -0.65558 -1.06625 1.43228
C -2.11485 -1.04974 -0.66818
N 0.23086 1.45460 -1.04551
O 2.05805 0.52015 1.46195
O 2.14065 -1.76072 0.31423
O 3.09621 0.22864 -0.87053
P 1.92827 -0.27859 0.21716
S -1.73478 1.46212 0.70450
H 0.66865 2.10297 0.86010
H -0.26565 3.28154 -0.26798
H 0.49546 -0.52531 -1.67324
H -1.43269 -1.72550 1.86431
H -0.39084 -0.27997 2.25072
H 0.20151 -1.73698 1.15159
H -2.84960 -1.54174 0.09027
H -1.54308 -1.89764 -1.17118
H -2.65951 -0.72368 -1.61880
H -0.25942 1.76131 -1.89278
H 3.84983 -0.35197 -0.72302
```

C5H11NOS | ωB97M-V with the def2-TZVPD basis set

- LUMO (eV) = 6.13
- SMILES string = CCN[C@H](C[O-])C[S-]
- ΔE to the lowest compared entry with this formula, charge and spin (kJ/mol) = 208.8
- molecular weight (g mol⁻¹) = 133.216
- total charge = -2

Structure (XYZ):
```
19
C5H11NOS | the Open Molecules 2025 dataset | ωB97M-V with the def2-TZVPD basis set
C -2.04530 -0.60437 1.67088
C -1.63992 0.09980 0.30981
N -0.17396 0.33916 0.44122
C 0.73467 -0.15646 -0.61950
C 2.11732 -0.22411 0.34431
O 2.97202 -1.08644 -0.10504
C 1.03881 0.65810 -1.86848
S -0.52645 0.74661 -2.93652
H -2.96386 -1.17000 1.63871
H -1.30111 -1.47282 1.71480
H -1.85330 0.04017 2.54915
H -1.87869 -0.56793 -0.45998
H -2.26472 0.94463 0.31558
H -0.01668 1.34248 0.65190
H 0.44758 -1.19569 -1.03738
H 1.59104 -0.40274 1.33125
H 2.62574 0.77886 0.33435
H 1.28844 1.78310 -1.74974
H 1.84838 0.14763 -2.52533
```

C5H11NOS | ωB97M-V with the def2-TZVPD basis set

- LUMO (spin up / spin down) (eV) = -0.28 / -0.27
- ΔE to the lowest compared entry with this formula, charge and spin (kJ/mol) = 768.8
- molecular weight (g mol⁻¹) = 133.216
- total charge = 0

Structure (XYZ):
```
19
C5H11NOS | the Open Molecules 2025 dataset | ωB97M-V with the def2-TZVPD basis set
C 2.47803 0.73466 1.21336
C 2.11217 -0.55453 1.01434
C -1.44151 -1.34614 0.76466
C -1.28956 0.59204 -0.74626
C -0.65378 -0.20971 0.45798
N 1.48328 0.59596 -1.96195
O 0.93028 -2.31898 -0.29907
S 0.99172 -0.87791 -0.27627
H 2.98524 0.87588 2.14727
H 2.15435 1.55828 0.70370
H 2.51535 -1.40725 1.57300
H -1.45660 -1.57058 1.83679
H -2.53111 -1.19113 0.67516
H -1.15135 -2.21158 0.20740
H -0.50605 1.18866 -1.16361
H -2.14736 1.22833 -0.51041
H -1.59155 -0.29359 -1.24915
H -0.39705 0.44908 1.18375
H 1.63743 0.13380 -2.80244
```

C5H11NOS | ωB97M-V with the def2-TZVPD basis set

- LUMO (eV) = 0.76
- SMILES string = C[C@@H](S)C1(O)CNC1
- ΔE to the lowest compared entry with this formula, charge and spin (kJ/mol) = 194.8
- molecular weight (g mol⁻¹) = 133.216
- total charge = 0

Structure (XYZ):
```
19
C5H11NOS | the Open Molecules 2025 dataset | ωB97M-V with the def2-TZVPD basis set
C 0.50606 1.91349 -0.29300
C 0.65703 0.42262 -0.61392
S 2.12369 -0.23632 0.27008
C -0.47480 -0.50535 -0.21953
O -0.18292 -1.81925 -0.56035
C -1.10442 -0.30746 1.14937
N -2.12956 0.59891 0.54470
C -1.80415 0.01828 -0.75913
H 0.48818 2.13524 0.77804
H 1.35734 2.48615 -0.71638
H -0.40726 2.33003 -0.72738
H 0.97598 0.26124 -1.65898
H 1.88302 0.23988 1.56933
H 0.67909 -2.02566 -0.17552
H -0.56680 0.26350 1.87239
H -1.42895 -1.25269 1.60296
H -3.10019 0.49413 0.86943
H -2.43648 -0.80169 -1.06240
H -1.73093 0.76310 -1.58554
```

C5H11NOS | ωB97M-V with the def2-TZVPD basis set

- LUMO (eV) = 0.67
- SMILES string = CCN[C@H](C=O)CS
- ΔE to the lowest compared entry with this formula, charge and spin (kJ/mol) = 197.3
- molecular weight (g mol⁻¹) = 133.216
- total charge = 0

Structure (XYZ):
```
19
C5H11NOS | the Open Molecules 2025 dataset | ωB97M-V with the def2-TZVPD basis set
C -1.45519 2.01348 0.71001
C -0.16004 1.34365 1.13489
N -0.24959 -0.14862 1.00460
C -0.03760 -0.63670 -0.34094
C -0.72606 -1.99617 -0.36305
O -1.80052 -2.17453 -0.86004
C 1.41383 -0.55277 -0.87727
S 2.19972 -2.16945 -1.20371
H -2.29861 1.38609 0.97504
H -1.46971 2.17557 -0.37167
H -1.46653 3.02005 1.13746
H 0.16759 1.57975 2.14536
H 0.65031 1.64799 0.45328
H 0.43695 -0.50430 1.66231
H -0.60466 -0.02361 -0.97631
H -0.18180 -2.78796 0.17150
H 1.46783 0.12830 -1.72070
H 2.08273 -0.08669 -0.14907
H 2.03137 -2.21410 -2.53169
```

C5H11NS | ωB97M-V with the def2-TZVPD basis set

- LUMO (eV) = 0.79
- SMILES string = [H]/N=C\S.C=C(C)C
- ΔE to the lowest compared entry with this formula, charge and spin (kJ/mol) = 201.5
- molecular weight (g mol⁻¹) = 117.217
- total charge = 0

Structure (XYZ):
```
18
C5H11NS | the Open Molecules 2025 dataset | ωB97M-V with the def2-TZVPD basis set
H 1.23405 -0.91630 -1.35528
N 1.33524 0.01112 -0.89489
C 2.27045 0.47479 -0.27323
S 3.67172 -0.26993 0.49714
H 2.05730 1.49970 0.10372
H 3.17728 -1.47478 0.63435
C -0.94946 -1.45676 0.30253
C -1.14314 -0.16157 0.14108
C -0.70678 0.88401 1.23540
C -1.79754 0.37060 -1.16916
H -0.35875 -1.82310 1.09165
H -1.38104 -2.16387 -0.39450
H 0.01065 1.50134 0.78164
H -1.56303 1.49609 1.52598
H -0.20200 0.53484 2.14700
H -0.96734 0.93324 -1.61974
H -2.56577 1.18250 -1.14232
H -2.12182 -0.62194 -1.61136
```

C5H11NS | ωB97M-V with the def2-TZVPD basis set

- LUMO (eV) = 0.45
- SMILES string = C=CN=C.CCS
- ΔE to the lowest compared entry with this formula, charge and spin (kJ/mol) = 198.7
- molecular weight (g mol⁻¹) = 117.217
- total charge = 0

Structure (XYZ):
```
18
C5H11NS | the Open Molecules 2025 dataset | ωB97M-V with the def2-TZVPD basis set
C -2.83969 0.87295 1.27987
C -1.85983 -0.07619 1.29199
N -0.91704 -0.30038 2.31217
C -0.10557 0.65864 2.61391
H -2.70923 1.82943 1.82635
H -3.60858 0.83935 0.52495
H -1.97437 -0.97575 0.63466
H 0.80408 0.39847 3.17279
H -0.30081 1.74266 2.44563
C 2.14971 -1.32626 -0.57853
C 1.40602 -0.01463 -0.93320
S 0.72497 0.02002 -2.60604
H 3.17160 -1.38476 -0.99665
H 1.49737 -2.16123 -0.86132
H 2.23536 -1.43346 0.52106
H 0.55949 0.06573 -0.24192
H 2.06348 0.82746 -0.71485
H 0.57763 1.34737 -2.84346
```